(1)
The following is a quantum chemistry calculation of a 5-piece molecular cluster, C34H72BBrO24P5 overall, from OMol25.

Output
- total charge = -1
- HOMO level (eV) = -4.597

Geometry as XYZ:
```
137
Properties=species:S:1:pos:R:3:forces:R:3
C -0.19332 0.53948 2.26205 -0.7 0.8 0.1
C -1.62755 0.05961 2.90382 1.5 0.4 1.5
O -2.16491 -1.19491 2.36002 0.1 2.9 -1.5
C -2.66394 -1.04782 0.98280 -2.3 -4.0 -0.1
C -1.52481 -1.51187 -0.09940 3.8 -1.1 -2.8
C -0.66169 -2.90006 0.25285 1.2 1.9 -3.7
C 0.54061 -3.43233 -0.78047 -2.3 3.1 -0.3
C 0.93158 -2.62418 -2.15471 -3.1 1.3 2.5
C 0.08004 -1.27514 -2.53463 -0.4 -2.6 3.5
C -1.13217 -0.76300 -1.50210 1.9 -2.6 0.7
O -3.61604 -2.20653 0.90787 1.8 1.3 0.7
B -4.72671 -2.03240 -0.07137 0.1 0.1 -0.2
C -6.19931 -2.56234 0.44336 -2.1 -0.1 1.5
C -7.45882 -1.57666 0.01911 -1.0 0.1 -0.2
C -7.92216 -1.76527 -1.56097 0.8 -1.8 0.7
O -7.89325 -0.49220 -2.32759 -3.0 1.9 2.3
C -8.96175 0.42351 -1.87067 -4.4 -2.4 1.1
C -8.58206 2.01108 -1.64677 0.3 -0.5 -0.5
O -10.20576 -0.01659 -1.61782 7.6 2.6 -1.5
O -4.57629 -0.57860 -0.40864 2.2 3.1 2.0
C -3.74292 0.12684 0.60996 -0.9 -1.2 -3.2
Br -5.13157 0.41339 2.07241 0.9 0.0 0.4
C -3.24000 1.57235 0.02839 -0.7 0.2 -0.9
C -3.83302 2.88700 0.80790 1.4 0.6 -0.4
C -3.10382 4.20759 0.08609 0.6 -2.1 -0.8
P -4.23006 5.74461 -0.01670 1.2 5.4 3.4
O -3.55309 6.87977 0.89748 -2.2 -4.1 -3.2
O -5.84886 5.50039 0.63100 3.3 -0.2 -1.3
C -5.81944 5.44208 2.10068 -0.8 -0.7 1.1
C -7.05085 4.40238 2.53609 0.1 0.7 -0.9
O -4.43433 6.41369 -1.61029 1.2 -2.2 2.4
C -3.29524 6.12719 -2.49481 0.2 0.4 -2.0
C -3.77111 4.96176 -3.54685 -0.3 0.4 -1.0
H -0.36550 0.73587 1.12190 0.7 -0.6 2.0
H 0.07660 1.59371 2.74544 -0.6 -2.2 -0.9
H 0.68601 -0.20331 2.48162 -1.9 1.3 -0.7
H -1.41211 -0.14858 4.05964 -0.6 0.2 -2.6
H -2.35985 0.97181 2.87864 1.0 -1.8 -0.3
H -0.88338 -3.53511 1.21226 0.4 1.6 -2.1
H 1.10079 -4.43387 -0.46456 -1.3 2.5 -0.9
H 1.81559 -3.04359 -2.82640 -2.2 1.1 1.5
H 0.36181 -0.68345 -3.53319 -0.9 -1.4 2.6
H -1.70827 0.19491 -1.84713 1.1 -2.1 0.8
H -4.63492 -2.57869 -1.12650 0.7 -0.5 -0.8
H -6.20225 -2.63829 1.63321 -0.2 0.1 -2.3
H -6.47495 -3.64572 0.02656 0.7 2.2 0.9
H -8.43590 -1.80636 0.66243 2.1 0.5 -1.2
H -7.21503 -0.43722 0.16860 -0.3 -2.3 -0.2
H -8.95443 -2.32412 -1.63907 1.9 1.5 0.0
H -7.11251 -2.46037 -2.05199 -1.6 1.6 0.7
H -9.52905 2.62248 -1.26294 2.1 -1.7 -0.9
H -8.23853 2.44247 -2.69495 -0.6 -0.9 2.2
H -7.68243 2.10757 -0.86848 -2.0 -0.4 -1.8
H -2.05738 1.63497 -0.06272 -2.5 -0.2 0.5
H -3.64915 1.64121 -1.09115 0.8 -0.4 2.4
H -3.42494 2.85931 1.90438 -1.3 0.1 -1.9
H -4.99142 3.03360 0.72340 2.4 -0.7 0.4
H -2.79243 3.82622 -0.99795 -0.9 1.0 2.1
H -2.06604 4.41754 0.63764 -2.6 0.2 -1.2
H -6.01874 6.54509 2.48728 0.6 -2.5 -0.6
H -4.80179 5.01529 2.49996 -1.9 1.0 -0.8
H -7.11562 3.48123 1.78630 0.4 2.0 1.7
H -8.05216 5.00961 2.39639 1.9 -1.4 0.6
H -6.89710 4.01722 3.63029 -0.4 0.8 -2.1
H -2.27912 5.92403 -1.95154 -2.1 0.2 -0.8
H -3.12073 7.10951 -3.15060 -0.5 -2.0 1.7
H -3.08390 4.01549 -3.58170 -1.4 1.7 0.3
H -3.75950 5.42036 -4.64821 0.1 -1.0 2.4
H -4.91734 4.69242 -3.34948 2.7 0.4 -0.2
C -0.77208 -5.18981 7.51535 0.2 -0.5 -0.2
O -1.62390 -4.17791 8.01277 -3.1 0.2 -0.9
P -1.82448 -2.73369 7.08177 9.5 3.2 2.6
O -0.34538 -2.74371 6.67362 -1.4 -0.9 -0.7
O -1.97028 -1.84794 8.46987 -1.1 -0.4 -0.7
C -1.22930 -2.20753 9.63060 -0.3 -0.4 0.5
O -2.02496 -1.28945 6.15069 -2.6 -2.5 0.4
C -3.34753 -0.78624 6.14844 -0.8 0.6 -0.2
H -0.93830 -6.10096 8.10362 -0.3 0.2 -0.1
H -0.98474 -5.39800 6.46120 0.3 0.0 0.2
H 0.27681 -4.90069 7.65085 -0.3 0.2 -0.3
H -0.25897 -2.64310 9.38306 -0.1 0.0 -0.2
H -1.82165 -2.91311 10.21872 0.3 0.0 0.0
H -1.06295 -1.31282 10.23566 -0.2 0.1 -0.3
H -3.66101 -0.51873 7.15989 0.0 0.0 0.0
H -4.02724 -1.53685 5.73631 -0.2 0.3 -0.1
H -3.38197 0.10907 5.52261 0.1 -0.2 0.0
C 3.94459 -8.43887 -5.15213 -0.3 -0.5 -0.1
O 4.96497 -7.53666 -4.77561 1.2 0.1 3.0
P 4.51422 -6.04225 -4.02975 -3.4 3.7 -9.1
O 3.29012 -5.90849 -4.94523 0.2 -0.9 1.6
O 5.78878 -5.28305 -4.75894 0.1 -0.4 1.3
C 6.20808 -5.67693 -6.06075 0.5 -0.4 -0.1
O 4.06333 -4.54780 -3.28391 1.5 -2.7 1.8
C 4.92360 -4.14695 -2.23431 0.4 0.7 0.8
H 4.40837 -9.40379 -5.39239 0.1 0.2 0.3
H 3.22462 -8.57808 -4.33847 -0.1 0.0 -0.4
H 3.44220 -8.08333 -6.05950 0.0 0.2 0.4
H 5.37418 -6.01721 -6.67829 0.0 0.0 0.2
H 6.95423 -6.46956 -5.96272 -0.1 0.0 -0.2
H 6.67872 -4.82314 -6.55452 -0.1 0.1 0.4
H 5.93766 -3.98498 -2.60621 0.0 0.0 0.0
H 4.93335 -4.91146 -1.45283 0.1 0.3 0.2
H 4.55109 -3.20989 -1.81289 0.0 -0.2 0.0
C 4.18832 -1.66601 3.57289 -0.6 -0.2 0.3
O 5.45284 -1.15397 3.20446 0.7 3.2 -0.2
P 5.71325 -0.70024 1.55550 0.3 -10.1 -2.6
O 4.88472 -1.89093 1.05528 -0.5 1.7 0.4
O 7.29168 -1.17942 1.66313 -0.3 1.4 0.0
C 7.64867 -2.29380 2.47330 0.2 0.1 0.6
O 5.97358 -0.24658 -0.09355 -0.3 2.5 2.6
C 6.74403 0.92987 -0.25104 0.5 0.7 -0.5
H 4.12932 -1.68471 4.66836 0.2 0.3 -0.2
H 3.38149 -1.03825 3.17951 0.0 -0.4 0.1
H 4.08292 -2.69963 3.22271 0.0 0.4 -0.2
H 6.86451 -3.05334 2.50022 -0.1 0.2 -0.1
H 7.86417 -1.93668 3.48355 -0.1 -0.3 0.0
H 8.55705 -2.74815 2.06996 -0.1 0.3 -0.2
H 7.74346 0.79645 0.16871 0.0 0.1 0.0
H 6.24378 1.76741 0.24245 0.2 0.2 -0.2
H 6.83828 1.14821 -1.31776 -0.1 0.0 0.1
C 5.01618 3.71568 -5.11647 -0.5 -0.4 -0.1
O 5.93159 4.79149 -5.15658 1.9 0.6 -2.6
P 7.58923 4.48219 -4.77018 -2.7 -0.7 10.0
O 7.18911 3.49454 -3.66615 0.3 -0.4 -1.8
O 7.72182 5.98494 -4.09432 0.6 -0.4 -1.4
C 6.61558 6.56348 -3.41082 -0.5 0.5 -0.2
O 9.24689 4.17278 -4.38369 -0.9 0.7 -3.4
C 10.16727 4.87888 -5.19409 0.8 0.3 -0.3
H 4.08440 4.03714 -5.59848 0.4 0.1 -0.2
H 5.41330 2.84316 -5.64638 -0.2 0.0 0.3
H 4.77564 3.46321 -4.07699 0.4 -0.1 -0.2
H 6.00083 5.81282 -2.90970 0.1 -0.1 -0.1
H 6.01482 7.12511 -4.13073 -0.1 -0.1 0.2
H 6.99024 7.26232 -2.65881 0.3 -0.2 -0.2
H 10.04270 5.95695 -5.07114 0.0 0.0 0.0
H 10.02056 4.60624 -6.24261 0.3 0.1 0.0
H 11.18194 4.60677 -4.89268 -0.2 -0.1 0.0
```
Forces are in eV/Å.

(2)
The following is a quantum chemistry calculation of a 4-piece molecular cluster, C34H73N3O3 overall, from OMol25.

Output
- total charge = +2
- energy above the lowest of the compared OMol25 structures with the same formula, charge and spin (kJ/mol) = 315.7
- HOMO level (eV) = -11.625

Geometry as XYZ:
```
113
Properties=species:S:1:pos:R:3:forces:R:3
O 2.66136 -19.29966 -20.32459 2.3 0.0 0.2
C 1.39275 -18.92784 -20.23456 -4.1 0.0 2.2
O 0.81993 -18.71962 -19.12387 1.9 0.4 1.5
O 0.72081 -18.92646 -21.23502 -0.6 0.2 -4.4
H 2.97992 -19.24253 -19.42079 0.2 -0.2 0.3
C -0.72523 -13.43178 -20.24829 0.3 -0.1 0.4
C -2.27559 -13.63991 -20.31869 1.1 0.0 1.2
C -2.82166 -15.10923 -20.37545 0.4 -0.2 -0.9
C -2.59892 -16.03817 -19.13128 -1.0 1.0 -1.5
N -3.36630 -17.40746 -19.34156 0.8 -0.1 2.4
C -2.83278 -18.43115 -18.20394 -0.2 1.2 -0.7
C -2.96453 -19.78830 -18.78665 0.9 -1.0 -0.5
C -3.01418 -19.60558 -20.32093 -0.5 -1.3 0.2
C -2.88401 -18.12645 -20.64017 -0.7 0.4 1.8
C -4.93962 -17.30893 -19.28937 1.9 -0.4 0.1
C -5.46657 -16.74297 -17.95878 0.6 1.8 -1.1
C -6.95112 -16.88699 -17.81117 -1.3 -1.2 -0.1
H -0.28027 -13.92368 -19.38334 -0.1 -0.5 0.0
H -0.38972 -12.40830 -20.08093 -0.8 0.4 0.1
H -0.09686 -13.67629 -21.10471 -0.5 -0.6 -0.4
H -2.66779 -12.90109 -21.01757 -0.3 -0.8 -0.6
H -2.65511 -13.22462 -19.38510 0.0 0.0 0.3
H -2.38776 -15.66289 -21.20809 0.4 0.3 -0.2
H -3.86692 -15.08050 -20.68320 -0.3 0.2 0.5
H -2.90999 -15.44636 -18.27042 -0.5 -0.8 0.4
H -1.52661 -16.20031 -19.02192 -0.2 -0.7 -0.1
H -3.27434 -18.32897 -17.21263 -0.3 0.6 -0.4
H -1.75857 -18.25957 -18.13499 -0.1 0.6 -0.1
H -3.72275 -20.48407 -18.42733 -0.3 0.5 0.1
H -2.00896 -20.23077 -18.50521 -0.1 -0.5 -0.2
H -3.95006 -20.05137 -20.65782 -0.3 0.5 -0.2
H -2.29272 -20.28051 -20.78144 0.5 0.7 -0.2
H -3.61009 -17.77910 -21.37518 0.7 0.0 -0.5
H -1.84232 -17.81302 -20.70912 0.0 -0.1 -0.7
H -5.29213 -18.31592 -19.51253 0.1 -0.2 0.4
H -5.17052 -16.77612 -20.21181 -0.4 0.6 0.4
H -5.24436 -15.67597 -17.97468 0.2 0.2 0.0
H -4.96860 -17.08023 -17.04973 0.1 -0.6 -0.4
H -7.14784 -17.10297 -16.76105 -0.4 -0.2 -0.2
H -7.28850 -17.69470 -18.46071 0.0 -0.7 0.5
H -7.69133 -16.15572 -18.13588 0.8 1.0 0.1
C 6.08155 -19.68118 -21.01918 -0.1 -0.4 -0.1
C 7.34834 -19.53837 -20.14931 -1.6 0.0 0.6
C 7.00750 -19.19331 -18.66287 -0.1 1.5 0.5
C 6.07887 -17.97675 -18.53276 -2.1 1.6 -0.1
N 5.35658 -17.50796 -17.16522 2.3 0.6 0.2
C 4.10575 -18.37292 -16.82711 1.6 1.6 -0.5
C 4.03607 -18.32509 -15.28142 -0.3 -0.2 -0.2
C 5.33855 -17.70021 -14.76243 1.1 0.9 -0.1
C 6.32216 -17.60920 -15.97875 -1.0 -3.0 -0.2
C 5.07345 -15.97210 -17.13691 -1.3 -0.7 -1.1
C 4.11540 -15.53342 -18.23319 -0.4 -0.1 -1.3
C 3.88180 -14.03101 -18.41643 0.3 -0.1 -0.5
H 5.17691 -19.78267 -20.41965 0.0 -0.2 0.0
H 6.18875 -20.59688 -21.60064 -0.2 0.1 -0.1
H 5.88016 -18.87921 -21.72939 0.3 0.2 0.1
H 8.00217 -18.80267 -20.61767 0.4 -0.2 0.4
H 7.76323 -20.54496 -20.09705 0.6 0.4 -0.1
H 7.91678 -18.86868 -18.15699 0.2 -0.6 0.1
H 6.54957 -20.02353 -18.12514 0.2 -0.3 -0.2
H 5.18303 -18.04275 -19.15019 0.0 -0.5 -0.3
H 6.49608 -17.03997 -18.90219 0.6 -0.1 0.2
H 3.35135 -17.88942 -17.44776 -0.6 -0.4 0.6
H 4.35941 -19.32370 -17.29590 -0.3 -0.3 0.5
H 3.20341 -17.78980 -14.82507 -0.2 0.2 -0.7
H 3.92032 -19.33238 -14.88133 0.2 -0.1 -0.2
H 5.23709 -16.69012 -14.36554 -0.5 -0.1 0.1
H 5.65898 -18.31659 -13.92248 0.7 0.1 -0.3
H 7.18869 -16.96681 -16.13546 -0.6 0.7 0.6
H 6.76932 -18.59767 -16.08388 0.0 -0.2 0.0
H 6.00895 -15.42140 -17.23531 0.1 -0.4 0.1
H 4.62462 -15.79139 -16.16019 0.2 0.1 0.0
H 3.15444 -16.04657 -18.19664 -0.1 0.0 0.4
H 4.47067 -15.79437 -19.23008 0.6 -0.6 0.2
H 4.82321 -13.50681 -18.25193 -0.3 0.5 0.9
H 2.95955 -13.67961 -17.95376 0.6 0.4 0.5
H 3.77392 -13.81232 -19.47881 -0.4 -0.3 -0.2
C 4.05437 -22.07937 -26.54189 1.0 1.1 -0.3
C 2.88163 -21.84177 -25.64252 -1.2 -0.8 -0.2
C 2.66933 -20.48373 -24.96662 0.8 1.0 -0.6
C 2.52159 -19.29820 -26.05566 -0.8 -1.1 2.3
N 1.85371 -18.04252 -25.39178 0.5 0.1 -3.8
C 0.40109 -18.36719 -25.04568 0.5 -0.5 1.1
C -0.53329 -17.31968 -25.62823 -1.2 -0.4 0.4
C 0.32611 -16.32799 -26.30015 2.2 1.0 -1.4
C 1.67865 -17.04332 -26.62589 -0.2 0.2 1.8
C 2.63545 -17.48000 -24.18231 -0.9 -1.0 -1.0
C 4.12715 -17.17973 -24.33864 0.1 -0.4 0.1
C 4.65547 -16.59491 -22.95104 0.0 0.0 -0.6
H 4.29256 -21.07392 -26.88894 0.9 -0.1 -0.4
H 3.90380 -22.68713 -27.43411 -0.5 -0.1 0.2
H 4.89591 -22.52440 -26.01099 0.1 0.3 0.0
H 2.85286 -22.68969 -24.95820 -0.4 0.4 0.5
H 2.00149 -21.92936 -26.27953 -0.4 -0.3 0.1
H 3.41418 -20.17535 -24.23300 0.6 -0.2 -0.3
H 1.81370 -20.60991 -24.30324 -0.6 0.4 -0.5
H 1.85244 -19.63850 -26.84594 -0.3 0.1 0.2
H 3.43569 -19.02558 -26.58311 0.2 0.2 0.6
H 0.36080 -18.34386 -23.95668 -0.1 -0.3 0.1
H 0.23834 -19.39030 -25.38461 -0.2 0.2 0.0
H -1.11646 -16.82623 -24.85072 0.2 -0.1 0.3
H -1.32377 -17.70055 -26.27491 0.4 -0.5 -0.2
H 0.53877 -15.47353 -25.65767 0.0 0.0 0.1
H -0.07788 -15.90692 -27.22079 -0.1 -0.1 0.0
H 2.56290 -16.40606 -26.63585 -0.2 0.2 0.0
H 1.69688 -17.61027 -27.55666 -0.3 -0.2 0.3
H 2.36675 -18.30092 -23.51749 0.6 0.6 1.0
H 2.08211 -16.56958 -23.95200 0.0 -0.1 0.4
H 4.27463 -16.66371 -25.28736 -0.1 1.9 0.6
H 4.71094 -17.98946 -24.77639 0.0 -1.2 1.3
H 5.71843 -16.65345 -22.71695 0.3 0.0 -1.0
H 4.29366 -17.12688 -22.07115 -0.9 -0.3 -0.3
H 4.38936 -15.54797 -22.80544 -0.2 0.0 -0.3
```
Forces are in eV/Å.